1:
An isolated ion of composition CH4N2O3P and charge -1. Source: the OMol25 dataset; level of theory: ωB97M-V/def2-TZVPD.

The geometry in ORCA input format:
```
! RIJCOSX wB97M-V def2-TZVPD def2/J DEFGRID3
* xyz -1 1
C 0.17 0.52 0.34
N 0.48 1.55 -0.42
N -0.08 0.42 1.56
O -1.22 -0.87 -1.43
O 1.24 -1.66 -1.27
O -0.51 -2.25 0.52
P 0.01 -1.18 -0.64
H 0.61 2.43 -0.04
H 0.61 1.32 -1.41
H -0.13 1.36 1.95
H -1.18 -1.65 0.85
*
```

SMILES string: [H]/N=C(\N)[P@@](=O)([O-])O
HOMO-LUMO gap: 8.777 eV
HOMO energy: -4.76 eV

2:
An isolated ion of composition CH4N2O3P and charge -1. Source: the OMol25 dataset; level of theory: ωB97M-V/def2-TZVPD.

The geometry in ORCA input format:
```
! RIJCOSX wB97M-V def2-TZVPD def2/J DEFGRID3
* xyz -1 1
C -0.52 -0.89 -0.66
N 1.08 2.08 -0.17
N -0.65 -1.90 0.23
O -1.30 1.40 0.54
O -0.81 -1.00 -1.86
O 0.71 0.03 1.49
P 0.02 0.70 0.32
H 1.01 2.11 -1.29
H 1.95 1.80 0.16
H -0.50 -1.52 1.17
H -0.99 -2.81 0.07
*
```

SMILES string: NC(=O)[P@@](N)(=O)[O-]
HOMO-LUMO gap: 8.706 eV
HOMO energy: -4.54 eV

The structure with the least stability is 2.

1:
C67H74CsN3O10P4STe as an isolated structure. Source: the OMol25 dataset; level of theory: ωB97M-V/def2-TZVPD.

The geometry in ORCA input format:
```
! RIJCOSX wB97M-V def2-TZVPD def2/J DEFGRID3
* xyz -2 1
Cs 0.43 0.51 -0.41
Te -1.38 -2.68 4.38
C -3.18 -2.51 5.46
C -3.64 -3.55 6.25
C -4.84 -3.41 6.94
N -5.59 -2.31 6.89
C -5.14 -1.32 6.13
C -3.96 -1.36 5.41
C -1.73 -1.35 2.83
P -0.71 0.11 2.82
C 1.05 -0.25 3.28
C 1.67 -1.49 3.27
C 2.98 -1.63 3.69
C 3.71 -0.54 4.11
C 3.12 0.72 4.08
C 1.81 0.86 3.67
C -1.20 0.89 4.43
C -2.28 1.77 4.39
C -2.82 2.31 5.54
C -2.28 1.98 6.78
C -1.19 1.12 6.84
C -0.66 0.59 5.67
P -2.32 -2.03 1.29
C -3.61 -0.91 0.62
C -3.72 0.40 1.07
C -4.82 1.18 0.74
C -5.82 0.66 -0.06
C -5.70 -0.64 -0.54
C -4.62 -1.42 -0.20
C -3.55 -3.33 1.87
C -4.69 -3.01 2.58
C -5.60 -3.99 2.95
C -5.37 -5.31 2.59
C -4.24 -5.64 1.86
C -3.33 -4.65 1.50
H -3.10 -4.49 6.32
H -5.21 -4.23 7.54
H -5.76 -0.42 6.09
H -3.66 -0.52 4.79
H 1.13 -2.35 2.91
H 3.43 -2.62 3.69
H 4.74 -0.65 4.45
H 3.69 1.60 4.39
H 1.36 1.84 3.67
H -2.72 2.03 3.43
H -3.66 2.99 5.48
H -2.70 2.39 7.69
H -0.76 0.85 7.79
H 0.19 -0.09 5.74
H -2.94 0.81 1.69
H -4.88 2.20 1.10
H -6.69 1.26 -0.31
H -6.46 -1.04 -1.21
H -4.54 -2.43 -0.57
H -4.87 -1.98 2.86
H -6.48 -3.72 3.53
H -6.08 -6.08 2.88
H -4.05 -6.67 1.57
H -2.45 -4.90 0.91
O -0.77 2.89 -0.32
C -0.63 4.06 -0.59
C 0.59 4.70 -1.10
C 0.52 6.07 -1.30
C 1.62 6.77 -1.76
C 2.82 6.12 -2.04
C 2.92 4.77 -1.85
C 1.81 3.96 -1.37
O 1.91 2.72 -1.21
N 1.52 8.21 -1.96
O 2.52 8.80 -2.37
O 0.46 8.77 -1.70
H -1.48 4.76 -0.46
H -0.40 6.60 -1.10
H 3.66 6.69 -2.40
H 3.85 4.26 -2.07
C -4.77 3.47 -5.32
C -5.07 2.74 -4.00
C -6.59 2.62 -3.83
C -4.52 3.59 -2.86
C -4.46 1.34 -4.03
C -4.72 0.49 -5.11
C -4.19 -0.80 -5.13
C -3.42 -1.25 -4.09
S -2.62 -2.80 -3.84
C -2.07 -2.24 -2.20
N -2.42 -0.94 -1.98
C -3.15 -0.43 -2.96
C -3.68 0.88 -2.98
C -1.42 -3.04 -1.32
C -0.75 -4.25 -1.80
C 0.13 -4.96 -1.07
C 0.46 -4.56 0.28
C -0.24 -3.53 0.83
C -1.25 -2.78 0.16
H -5.10 4.51 -5.26
H -5.29 3.00 -6.16
H -3.70 3.46 -5.53
H -7.06 3.61 -3.79
H -6.81 2.10 -2.90
H -7.03 2.06 -4.65
H -4.94 4.60 -2.92
H -3.44 3.68 -2.90
H -4.78 3.18 -1.89
H -5.36 0.82 -5.92
H -4.39 -1.45 -5.98
H -3.46 1.50 -2.12
H -0.94 -4.54 -2.83
H 0.63 -5.82 -1.52
H 1.18 -5.11 0.87
H -0.08 -3.33 1.88
C 5.65 3.22 0.39
C 5.84 1.80 0.87
C 6.50 1.71 2.23
O 4.55 1.18 0.99
P 4.01 0.06 -0.01
O 2.73 -0.46 0.48
C 4.03 0.72 -1.70
P 3.06 -0.35 -2.79
O 1.77 -0.78 -2.23
O 2.80 0.38 -4.17
C 3.68 1.14 -5.02
C 3.74 2.58 -4.53
C 5.06 0.53 -5.18
O 4.08 -1.53 -3.08
C 3.47 -2.76 -3.60
C 4.40 -3.31 -4.65
C 3.25 -3.71 -2.44
O 5.20 -0.99 -0.13
C 5.47 -1.82 1.04
C 6.97 -2.05 1.07
C 4.67 -3.10 0.95
H 6.62 3.72 0.29
H 5.04 3.77 1.10
H 5.15 3.24 -0.57
H 6.45 1.23 0.14
H 5.90 2.26 2.97
H 7.50 2.14 2.20
H 6.57 0.67 2.56
H 5.06 0.79 -2.04
H 3.51 1.69 -1.67
H 3.18 1.12 -5.99
H 4.39 2.67 -3.66
H 2.75 2.93 -4.25
H 4.13 3.23 -5.31
H 5.59 0.46 -4.23
H 5.64 1.15 -5.86
H 5.00 -0.48 -5.59
H 2.50 -2.51 -4.04
H 5.41 -3.40 -4.26
H 4.43 -2.67 -5.54
H 4.06 -4.30 -4.96
H 4.21 -4.00 -2.01
H 2.73 -4.60 -2.78
H 2.63 -3.25 -1.67
H 5.16 -1.27 1.93
H 7.28 -2.59 0.17
H 7.24 -2.65 1.94
H 7.51 -1.11 1.11
H 4.99 -3.68 0.08
H 3.61 -2.89 0.86
H 4.83 -3.70 1.84
*
```

HOMO-LUMO gap: 2.460 eV
HOMO energy: 0.43 eV

2:
C67H74CsN3O10P4STe as an isolated structure. Source: the OMol25 dataset; level of theory: ωB97M-V/def2-TZVPD.

The geometry in ORCA input format:
```
! RIJCOSX wB97M-V def2-TZVPD def2/J DEFGRID3
* xyz -2 1
Cs -0.85 0.16 -1.36
Te 1.30 2.41 4.08
C 0.17 2.88 5.81
C 0.72 3.59 6.88
C -0.05 3.83 8.00
N -1.31 3.43 8.15
C -1.83 2.76 7.12
C -1.15 2.47 5.95
C -0.25 1.77 2.85
P -0.39 0.03 2.60
C -0.53 -0.68 4.30
C 0.53 -0.92 5.17
C 0.31 -1.37 6.46
C -0.99 -1.58 6.92
C -2.06 -1.35 6.06
C -1.82 -0.91 4.77
C 1.25 -0.67 2.11
C 2.10 0.07 1.28
C 3.28 -0.48 0.79
C 3.64 -1.78 1.12
C 2.80 -2.53 1.93
C 1.62 -1.98 2.41
P -0.59 2.79 1.39
C -2.42 2.78 1.15
C -2.97 3.74 0.29
C -4.33 3.80 0.08
C -5.18 2.88 0.69
C -4.65 1.91 1.52
C -3.28 1.86 1.75
C -0.53 4.49 2.12
C -1.24 4.81 3.27
C -1.15 6.07 3.84
C -0.34 7.04 3.24
C 0.35 6.74 2.08
C 0.25 5.47 1.52
H 1.74 3.96 6.84
H 0.38 4.38 8.84
H -2.86 2.43 7.24
H -1.63 1.93 5.14
H 1.54 -0.75 4.83
H 1.15 -1.54 7.12
H -1.16 -1.92 7.93
H -3.07 -1.51 6.41
H -2.66 -0.72 4.10
H 1.82 1.08 0.99
H 3.91 0.11 0.13
H 4.56 -2.20 0.74
H 3.07 -3.55 2.19
H 0.97 -2.59 3.02
H -2.31 4.44 -0.21
H -4.73 4.56 -0.59
H -6.25 2.92 0.50
H -5.30 1.18 1.98
H -2.87 1.10 2.41
H -1.85 4.05 3.73
H -1.69 6.29 4.75
H -0.27 8.02 3.69
H 0.96 7.50 1.60
H 0.78 5.23 0.61
O -3.51 1.13 -2.11
C -3.99 2.03 -2.77
C -3.33 3.22 -3.31
C -4.14 4.07 -4.04
C -3.64 5.22 -4.64
C -2.26 5.53 -4.52
C -1.44 4.71 -3.81
C -1.91 3.52 -3.12
O -1.14 2.83 -2.43
N -4.51 6.07 -5.37
O -4.03 7.08 -5.90
O -5.70 5.78 -5.46
H -5.07 2.00 -3.04
H -5.19 3.83 -4.16
H -1.89 6.42 -5.01
H -0.38 4.94 -3.72
C 5.68 4.72 0.42
C 4.69 3.58 0.66
C 5.10 2.79 1.91
C 3.31 4.20 0.91
C 4.67 2.64 -0.55
C 5.87 2.04 -0.97
C 5.92 1.18 -2.05
C 4.74 0.88 -2.71
S 4.44 -0.15 -4.08
C 2.70 0.21 -3.93
N 2.40 1.02 -2.98
C 3.53 1.43 -2.29
C 3.50 2.34 -1.23
C 1.73 -0.46 -4.82
C 2.12 -0.81 -6.11
C 1.24 -1.49 -6.94
C -0.03 -1.79 -6.45
C -0.39 -1.41 -5.16
C 0.47 -0.75 -4.25
H 5.70 5.39 1.28
H 5.39 5.30 -0.46
H 6.70 4.35 0.26
H 5.08 3.44 2.79
H 6.11 2.38 1.81
H 4.42 1.96 2.08
H 3.36 4.88 1.76
H 2.56 3.45 1.14
H 2.98 4.76 0.04
H 6.79 2.27 -0.44
H 6.87 0.75 -2.36
H 2.54 2.75 -0.94
H 3.11 -0.54 -6.49
H 1.53 -1.76 -7.95
H -0.74 -2.31 -7.10
H -1.41 -1.66 -4.85
C 4.28 -3.40 -2.51
C 2.81 -3.23 -2.80
C 2.42 -3.78 -4.15
O 2.11 -4.00 -1.75
P 0.77 -3.43 -1.12
O 0.74 -1.99 -0.88
C -0.62 -3.89 -2.19
P -2.24 -3.55 -1.49
O -2.50 -2.15 -1.14
O -3.28 -4.05 -2.60
C -3.27 -5.40 -3.10
C -4.64 -5.99 -2.86
C -2.90 -5.35 -4.57
O -2.34 -4.61 -0.31
C -2.98 -4.32 0.97
C -2.17 -3.30 1.75
C -4.43 -3.91 0.78
O 0.62 -4.33 0.18
C 1.21 -5.62 0.41
C 0.66 -6.65 -0.56
C 0.90 -5.96 1.85
H 4.85 -2.82 -3.23
H 4.57 -4.45 -2.57
H 4.51 -3.02 -1.51
H 2.51 -2.19 -2.69
H 2.65 -4.85 -4.20
H 2.99 -3.26 -4.92
H 1.37 -3.61 -4.39
H -0.55 -4.93 -2.51
H -0.53 -3.24 -3.08
H -2.52 -5.98 -2.55
H -5.40 -5.35 -3.31
H -4.84 -6.06 -1.79
H -4.71 -6.99 -3.29
H -3.64 -4.77 -5.12
H -2.86 -6.35 -4.99
H -1.93 -4.87 -4.71
H -2.93 -5.29 1.47
H -2.29 -2.29 1.36
H -1.11 -3.55 1.72
H -2.49 -3.30 2.80
H -4.48 -2.99 0.20
H -4.88 -3.72 1.75
H -5.00 -4.69 0.28
H 2.29 -5.52 0.27
H -0.43 -6.64 -0.52
H 1.02 -7.65 -0.28
H 0.99 -6.45 -1.58
H -0.18 -6.07 1.98
H 1.24 -5.16 2.51
H 1.38 -6.89 2.14
*
```

HOMO-LUMO gap: 5.143 eV
HOMO energy: -2.16 eV

The structure with the least stability is 1.

1:
C30H27N4O10S2Ti as an isolated structure. Source: the OMol25 dataset; level of theory: ωB97M-V/def2-TZVPD.

The geometry in ORCA input format:
```
! RIJCOSX wB97M-V def2-TZVPD def2/J DEFGRID3
* xyz -1 1
Ti 0.19 0.15 -0.60
O 0.51 -2.00 -4.44
C 0.21 -1.47 -3.22
O 1.12 -1.05 -2.48
C -1.12 -1.42 -2.81
C -2.28 -1.82 -3.49
C -3.51 -1.65 -2.91
C -3.59 -1.10 -1.59
C -2.45 -0.74 -0.97
N -1.21 -0.88 -1.53
C -2.35 -0.25 0.42
O -3.31 -0.18 1.20
O -1.13 -0.03 0.82
H 1.47 -1.91 -4.53
H -2.17 -2.24 -4.48
H -4.42 -1.94 -3.43
H -4.54 -0.96 -1.09
O -1.37 2.58 -3.35
S -0.83 2.37 -2.03
O -1.77 1.92 -1.02
O 0.37 1.49 -2.05
C -0.29 4.00 -1.49
C -0.27 5.01 -2.45
C 0.02 6.31 -2.08
C 0.29 6.62 -0.76
C 0.27 5.62 0.20
C -0.01 4.32 -0.16
S -0.02 3.10 1.15
O 0.89 3.58 2.17
O -1.41 3.07 1.62
O 0.48 1.87 0.52
H -0.51 4.74 -3.47
H 0.04 7.09 -2.84
H 0.51 7.64 -0.47
H 0.49 5.83 1.24
C 4.48 1.09 -0.33
C 5.06 -0.12 0.02
C 4.26 -1.24 0.16
C 2.88 -1.14 -0.01
C 2.26 0.08 -0.30
C 3.10 1.19 -0.48
C 2.00 -2.30 0.03
C 2.49 -3.59 -0.28
C 1.64 -4.64 -0.39
C 0.28 -4.45 -0.05
C -0.64 -5.51 -0.07
C -1.91 -5.35 0.41
C -2.26 -4.13 1.00
C -1.38 -3.07 1.01
C -0.12 -3.16 0.39
N 0.71 -2.06 0.30
H 5.10 1.97 -0.47
H 6.13 -0.19 0.17
H 4.71 -2.19 0.43
H 2.67 2.15 -0.74
H 3.54 -3.72 -0.49
H 2.00 -5.62 -0.69
H -0.33 -6.48 -0.46
H -2.62 -6.17 0.37
H -3.23 -3.99 1.47
H -1.63 -2.18 1.55
N -2.00 1.14 3.45
C -0.80 0.99 4.31
C 0.08 -0.24 4.05
N 1.11 -0.16 3.03
H -2.84 1.36 3.98
H -2.27 0.37 2.81
H -1.86 1.91 2.75
H -1.14 0.96 5.34
H -0.18 1.88 4.16
H -0.54 -1.12 3.84
H 0.59 -0.42 5.00
H 1.59 0.73 3.07
H 0.78 -0.26 2.08
*
```

HOMO-LUMO gap (spin up / spin down): 4.429 / 4.430 eV
HOMO energy (spin up / spin down): -2.09 / -2.09 eV

2:
C30H27N4O10S2Ti as an isolated structure. Source: the OMol25 dataset; level of theory: ωB97M-V/def2-TZVPD.

The geometry in ORCA input format:
```
! RIJCOSX wB97M-V def2-TZVPD def2/J DEFGRID3
* xyz -1 1
Ti 0.22 0.19 -0.53
O 3.99 -0.29 -2.65
C 2.80 -0.43 -2.00
O 2.36 0.53 -1.31
C 2.06 -1.60 -2.09
C 2.29 -2.76 -2.86
C 1.40 -3.80 -2.85
C 0.26 -3.69 -1.99
C 0.07 -2.57 -1.26
N 0.91 -1.46 -1.31
C -0.98 -2.39 -0.24
O -1.80 -3.24 0.11
O -0.90 -1.23 0.35
H 4.24 0.63 -2.49
H 3.19 -2.80 -3.46
H 1.57 -4.68 -3.45
H -0.45 -4.50 -1.87
O -0.93 0.39 -4.50
S -1.21 0.58 -3.10
O -1.74 -0.54 -2.36
O -0.05 1.15 -2.35
C -2.45 1.89 -3.05
C -2.68 2.55 -4.25
C -3.61 3.58 -4.34
C -4.33 3.95 -3.22
C -4.12 3.30 -2.01
C -3.19 2.28 -1.92
S -3.03 1.54 -0.29
O -3.50 2.52 0.66
O -3.84 0.33 -0.33
O -1.60 1.28 -0.17
H -2.11 2.24 -5.11
H -3.76 4.08 -5.29
H -5.06 4.75 -3.28
H -4.66 3.60 -1.12
C 0.94 4.43 0.63
C 1.94 4.36 1.60
C 2.46 3.13 1.94
C 1.97 1.98 1.33
C 0.95 2.00 0.38
C 0.46 3.27 0.04
C 2.55 0.66 1.63
C 3.92 0.55 2.01
C 4.47 -0.67 2.17
C 3.66 -1.82 2.05
C 4.16 -3.13 2.27
C 3.33 -4.21 2.21
C 1.96 -4.02 1.94
C 1.46 -2.77 1.70
C 2.30 -1.63 1.72
N 1.78 -0.39 1.44
H 0.54 5.39 0.34
H 2.30 5.26 2.09
H 3.22 3.07 2.71
H -0.32 3.36 -0.70
H 4.51 1.45 2.10
H 5.53 -0.79 2.40
H 5.21 -3.24 2.49
H 3.72 -5.21 2.37
H 1.29 -4.87 1.91
H 0.41 -2.63 1.52
N -3.34 -1.51 1.52
C -3.40 -0.78 2.83
C -2.04 -0.59 3.52
N -1.20 0.49 3.06
H -4.06 -2.22 1.45
H -2.44 -1.97 1.31
H -3.49 -0.83 0.73
H -4.08 -1.33 3.49
H -3.86 0.19 2.63
H -1.48 -1.52 3.45
H -2.26 -0.45 4.58
H -1.71 1.34 2.87
H -0.71 0.23 2.21
*
```

HOMO-LUMO gap (spin up / spin down): 5.090 / 5.091 eV
HOMO energy (spin up / spin down): -2.61 / -2.61 eV

The structure with the least stability is 1.